Record 1
Entry from OMol25: a structure of composition C40H58N4O3P2W (wB97M-V/def2-TZVPD).

CARTESIAN COORDINATES (ANGSTROEM)
W (0.934, -0.299, 0.082)
C (0.758, -2.788, 3.606)
C (0.911, -3.456, 2.236)
C (0.550, -4.942, 2.307)
P (0.011, -2.500, 0.942)
C (-0.393, -3.668, -0.415)
C (-1.462, -3.088, -1.332)
C (0.886, -4.012, -1.173)
C (-1.550, -1.903, 1.586)
C (-2.453, -2.692, 2.289)
C (-3.740, -2.244, 2.570)
C (-4.715, -3.097, 3.326)
C (-4.103, -0.993, 2.075)
C (-3.216, -0.187, 1.380)
C (-1.909, -0.618, 1.175)
N (-0.921, 0.182, 0.483)
C (-1.369, 1.455, -0.062)
C (-1.963, 2.431, 0.733)
C (-2.398, 3.601, 0.140)
C (-2.267, 3.834, -1.230)
C (-2.713, 5.129, -1.834)
C (-1.619, 2.876, -1.994)
C (-1.158, 1.701, -1.416)
P (0.127, 0.669, -2.109)
C (-0.213, -0.107, -3.730)
C (-1.720, -0.341, -3.876)
C (0.338, 0.657, -4.934)
C (1.621, 1.728, -2.043)
C (1.726, 2.514, 0.515)
C (1.582, 3.550, -3.850)
H (1.577, -3.097, 4.255)
H (-0.175, -3.094, 4.080)
H (0.751, -1.697, 3.563)
H (1.962, -3.390, 1.936)
H (-0.513, -5.108, 2.476)
H (1.082, -5.389, 3.148)
H (0.841, -5.491, 1.414)
H (-0.780, -4.568, 0.069)
H (-1.169, -2.098, -1.694)
H (-2.425, -2.993, -0.832)
H (-1.591, -3.733, -2.201)
H (1.326, -3.119, -1.636)
H (0.665, -4.713, -1.978)
H (1.646, -4.471, -0.539)
H (-2.171, -3.689, 2.601)
H (-4.233, -3.980, 3.739)
H (-5.526, -3.426, 2.675)
H (-5.164, -2.538, 4.147)
H (-5.113, -0.636, 2.230)
H (-3.565, 0.756, 0.998)
H (-2.058, 2.292, 1.801)
H (-2.840, 4.368, 0.762)
H (-3.692, 5.425, -1.459)
H (-2.759, 5.065, -2.918)
H (-2.002, 5.915, -1.574)
H (-1.418, 3.083, -3.035)
H (0.303, -1.072, -3.663)
H (-2.233, 0.603, -4.063)
H (-2.185, -0.799, -3.004)
H (-1.896, -0.992, -4.732)
H (-0.079, 1.658, -5.007)
H (0.057, 0.111, -5.835)
H (1.425, 0.736, -4.920)
H (2.368, 1.157, -2.619)
H (0.785, 2.252, 1.006)
H (1.557, 3.477, 0.004)
H (2.538, 2.494, 1.241)
H (0.524, 3.465, -4.095)
H (2.172, 2.937, -4.534)
H (1.857, 4.593, -4.007)
O (0.979, 3.986, -1.596)
C (1.790, 3.265, -2.358)
C (3.355, 3.484, -2.112)
C (4.133, 2.636, -1.055)
C (3.473, 1.331, -0.760)
O (3.914, 0.213, -0.775)
N (2.032, 1.475, -0.557)
H (3.443, 4.536, -1.843)
H (3.881, 3.339, -3.056)
H (4.187, 3.183, -0.110)
H (5.154, 2.435, -1.373)
C (5.603, -0.456, 6.885)
C (4.145, -0.284, 6.491)
N (3.857, 1.020, 5.899)
C (3.871, 2.190, 6.793)
C (5.091, 3.070, 6.589)
C (3.506, 1.240, 4.627)
O (3.129, 2.323, 4.195)
C (3.558, 0.124, 3.601)
C (4.595, -0.768, 3.383)
C (4.563, -1.593, 2.262)
C (3.512, -1.489, 1.383)
N (2.505, -0.613, 1.580)
C (2.535, 0.165, 2.668)
H (5.783, -1.466, 7.249)
H (5.879, 0.234, 7.681)
H (6.273, -0.266, 6.044)
H (3.508, -0.383, 7.374)
H (3.821, -1.065, 5.803)
H (3.831, 1.800, 7.811)
H (2.958, 2.758, 6.615)
H (6.015, 2.516, 6.754)
H (5.069, 3.901, 7.293)
H (5.102, 3.484, 5.582)
H (5.438, -0.810, 4.057)
H (5.363, -2.289, 2.055)
H (3.471, -2.088, 0.480)
H (1.737, 0.889, 2.788)

Properties
- ΔE to the lowest compared entry with this formula, charge and spin: 0.00 kJ/mol
- Expectation value of S²: 2.12
- Molecular weight: 888.72 g mol⁻¹
- Spin multiplicity: 3
- Total energy: -2752.992560 a.u.
- Kohn-Sham gap (alpha / beta): 0.168 / 0.186 Eh
- Strongest force on any atom: 1.0 eV/Å
- Net charge: +2
- Highest occupied orbital energy (alpha / beta): -0.43274 / -0.43254 Ha



Record 2
Entry from OMol25: an isolated molecule of C8H5N3O (wB97M-V/def2-TZVPD).

CARTESIAN COORDINATES (ANGSTROEM)
N (-2.635, 2.244, -0.793)
C (-2.129, 1.423, -0.173)
C (-1.362, 0.452, 0.639)
C (-1.809, -0.958, 0.222)
O (-2.905, -1.488, 0.236)
N (-0.738, -1.621, -0.306)
C (0.467, -0.884, -0.194)
C (1.729, -1.189, -0.620)
N (2.659, -0.217, -0.552)
C (2.286, 0.952, -0.068)
C (1.071, 1.303, 0.424)
C (0.104, 0.357, 0.332)
H (-1.708, 0.564, 1.763)
H (-0.924, -2.573, -0.473)
H (1.816, -2.232, -1.099)
H (3.145, 1.603, -0.127)
H (0.932, 2.266, 0.791)

Properties
- ΔE to the lowest compared entry with this formula, charge and spin: 0.00 kJ/mol
- SMILES: N#C[C@H]1C(=O)Nc2cnccc21
- Molecular weight: 159.15 g mol⁻¹
- Spin multiplicity: 1
- Total energy: -547.345946 a.u.
- Kohn-Sham gap: 0.347 Eh
- Strongest force on any atom: 3.0 eV/Å
- Highest occupied orbital energy: -0.34880 Ha



Record 3
Entry from OMol25: a cluster of 9 separate species, C54H69N3O30 in total (wB97M-V/def2-TZVPD).

CARTESIAN COORDINATES (ANGSTROEM)
O (5.326, -0.071, -1.541)
C (6.322, -0.678, -1.135)
C (7.426, 0.025, -0.501)
C (8.487, -0.653, -0.135)
O (9.526, -0.131, 0.560)
C (8.726, -2.132, -0.439)
O (9.805, -2.739, -0.230)
C (7.600, -2.762, -1.111)
C (6.534, -2.081, -1.458)
O (5.456, -2.772, -1.889)
H (7.376, 1.062, -0.203)
H (10.113, -0.777, 0.960)
H (7.455, -3.832, -1.081)
H (4.646, -2.264, -1.802)
O (6.141, 4.417, 1.719)
C (5.746, 3.272, 1.920)
C (6.575, 2.225, 2.479)
C (6.185, 0.980, 2.789)
O (6.987, 0.160, 3.567)
C (4.798, 0.423, 2.415)
O (4.452, -0.725, 2.534)
C (4.017, 1.405, 1.761)
C (4.380, 2.719, 1.547)
O (3.636, 3.664, 0.942)
H (7.602, 2.386, 2.770)
H (6.538, -0.684, 3.654)
H (3.029, 1.074, 1.474)
H (4.168, 4.412, 0.661)
O (-8.158, -1.316, 1.199)
C (-7.283, -0.407, 1.127)
C (-7.747, 1.032, 1.099)
C (-6.888, 2.088, 1.048)
O (-7.349, 3.419, 1.076)
C (-5.343, 1.908, 1.060)
O (-4.596, 2.878, 1.095)
C (-4.951, 0.469, 0.930)
C (-5.838, -0.555, 0.969)
O (-5.388, -1.828, 0.885)
H (-8.813, 1.195, 1.044)
H (-6.626, 4.050, 1.058)
H (-3.898, 0.233, 0.970)
H (-6.171, -2.366, 0.743)
O (4.133, -6.370, -3.795)
C (3.091, -5.940, -4.192)
C (1.808, -6.688, -4.189)
C (0.622, -6.161, -4.548)
O (-0.535, -6.860, -4.528)
C (0.525, -4.698, -5.082)
O (-0.502, -4.117, -5.476)
C (1.808, -3.995, -5.111)
C (2.939, -4.520, -4.652)
O (4.030, -3.748, -4.553)
H (1.893, -7.728, -3.909)
H (-1.251, -6.220, -4.511)
H (1.815, -2.944, -5.356)
H (4.699, -4.228, -4.061)
O (1.422, -0.926, 1.727)
C (0.916, -1.066, 0.592)
C (-0.433, -0.599, 0.219)
C (-0.892, -0.472, -1.060)
O (-2.229, -0.245, -1.203)
C (-0.096, -0.832, -2.242)
O (-0.492, -0.720, -3.390)
C (1.210, -1.467, -1.890)
C (1.642, -1.571, -0.644)
O (2.751, -2.252, -0.365)
H (-1.126, -0.469, 1.037)
H (-2.556, -0.325, -2.102)
H (1.830, -1.838, -2.692)
H (3.014, -2.291, 0.558)
O (-7.000, 1.768, -1.863)
C (-6.436, 1.436, -2.826)
C (-5.130, 0.825, -2.837)
C (-4.411, 0.650, -3.916)
O (-3.187, -0.011, -3.825)
C (-4.846, 1.009, -5.255)
O (-4.194, 0.774, -6.219)
C (-6.212, 1.458, -5.310)
C (-7.021, 1.602, -4.246)
O (-8.333, 2.007, -4.322)
H (-4.819, 0.654, -1.817)
H (-2.744, -0.175, -4.661)
H (-6.692, 1.604, -6.266)
H (-8.750, 2.159, -3.471)
C (0.845, -1.696, -12.511)
O (1.863, -1.379, -11.573)
C (1.550, -0.294, -10.625)
C (2.762, 0.026, -9.748)
N (2.476, 1.139, -8.862)
C (3.409, 1.320, -7.810)
C (3.384, 0.221, -6.784)
O (3.782, 0.771, -5.558)
C (3.834, 0.028, -4.398)
H (1.111, -1.280, -13.483)
H (-0.182, -1.390, -12.311)
H (0.749, -2.775, -12.630)
H (0.696, -0.658, -10.053)
H (1.143, 0.590, -11.117)
H (3.547, 0.062, -10.504)
H (3.101, -0.848, -9.191)
H (1.627, 0.905, -8.367)
H (3.379, 2.261, -7.261)
H (4.354, 1.164, -8.330)
H (4.037, -0.607, -7.059)
H (2.371, -0.172, -6.708)
H (2.860, -0.357, -4.095)
H (4.119, 0.661, -3.558)
H (4.516, -0.816, -4.505)
C (-0.744, 3.485, 8.506)
O (-1.116, 4.101, 7.241)
C (-1.631, 5.364, 7.406)
C (-2.118, 5.940, 6.094)
N (-3.032, 5.079, 5.350)
C (-2.706, 4.962, 3.889)
C (-1.320, 4.382, 3.639)
O (-1.533, 2.985, 3.553)
C (-0.464, 2.095, 3.163)
H (-0.547, 2.413, 8.482)
H (-1.610, 3.511, 9.168)
H (0.041, 4.008, 9.051)
H (-0.940, 6.088, 7.838)
H (-2.518, 5.303, 8.036)
H (-1.316, 6.252, 5.425)
H (-2.597, 6.913, 6.206)
H (-3.053, 4.181, 5.812)
H (-2.762, 5.919, 3.371)
H (-3.426, 4.361, 3.333)
H (-0.570, 4.643, 4.386)
H (-0.913, 4.801, 2.718)
H (0.246, 1.821, 3.944)
H (0.080, 2.471, 2.296)
H (-0.875, 1.176, 2.746)
C (-2.627, -1.623, 3.913)
O (-1.391, -1.253, 4.578)
C (-1.475, -0.145, 5.457)
C (-1.638, -0.548, 6.935)
N (-2.998, -0.780, 7.400)
C (-3.084, -1.283, 8.813)
C (-2.564, -2.773, 9.070)
O (-3.493, -3.702, 8.520)
C (-4.631, -3.863, 9.319)
H (-3.252, -0.758, 3.690)
H (-3.157, -2.349, 4.530)
H (-2.206, -2.016, 2.988)
H (-2.209, 0.565, 5.076)
H (-0.494, 0.302, 5.299)
H (-1.070, 0.126, 7.577)
H (-1.015, -1.420, 7.134)
H (-3.415, -1.543, 6.885)
H (-4.154, -1.276, 9.022)
H (-2.598, -0.570, 9.479)
H (-2.289, -2.867, 10.121)
H (-1.623, -2.920, 8.540)
H (-4.929, -2.919, 9.775)
H (-4.343, -4.472, 10.175)
H (-5.524, -4.229, 8.812)

Properties
- ΔE to the lowest compared entry with this formula, charge and spin: 392.69 kJ/mol
- SMILES: O=C1C=C(O)C(=O)C=C1O.O=C1C=C(O)C(=O)C=C1O.O=C1C=C(O)C(=O)C=C1O.O=C1C=C(O)C(=O)C=C1O.O=C1C=C(O)C(=O)C=C1O.O=C1C=C(O)C(=O)C=C1O.COCCNCCOC.COCCNCCOC.COCCNCCOC
- Molecular weight: 1240.14 g mol⁻¹
- Spin multiplicity: 1
- Total energy: -4520.128257 a.u.
- Kohn-Sham gap: 0.238 Eh
- Strongest force on any atom: 5.2 eV/Å
- Highest occupied orbital energy: -0.30719 Ha



Record 4
Entry from OMol25: a structure of composition C24H29BiBr2ClF6N4O9S3Si (wB97M-V/def2-TZVPD).

CARTESIAN COORDINATES (ANGSTROEM)
Bi (1.147, -0.236, 1.250)
Br (0.207, 0.422, 3.723)
C (1.496, 1.103, 4.999)
Br (3.483, 0.376, 2.128)
H (2.183, 0.286, 5.214)
H (2.013, 1.939, 4.530)
C (0.812, 1.938, 0.614)
Si (-0.812, 2.308, -0.237)
C (-1.427, 0.955, -1.420)
N (-0.469, 0.029, -1.999)
C (0.433, 0.642, -2.974)
C (0.994, -0.403, -3.950)
C (1.132, -1.755, -3.254)
C (-0.266, -2.258, -2.901)
C (-1.192, -1.085, -2.567)
C (-2.189, 2.485, 1.042)
C (-3.468, 1.966, 0.823)
C (-4.435, 1.994, 1.817)
C (-4.145, 2.551, 3.053)
C (-2.890, 3.096, 3.284)
C (-1.927, 3.062, 2.286)
C (-0.596, 3.998, -1.087)
C (-0.042, 5.041, -0.339)
C (0.149, 6.303, -0.881)
C (-0.208, 6.555, -2.199)
C (-0.760, 5.536, -2.961)
C (-0.951, 4.276, -2.407)
H (0.901, 2.560, 1.508)
H (1.660, 2.164, -0.032)
H (-2.062, 1.404, -2.210)
H (-2.096, 0.344, -0.809)
H (1.246, 1.113, -2.417)
H (-0.079, 1.432, -3.548)
H (1.957, -0.062, -4.329)
H (0.319, -0.512, -4.803)
H (1.697, -1.620, -2.329)
H (1.654, -2.478, -3.883)
H (0.537, -3.088, -1.082)
H (-0.703, -2.792, -3.748)
H (-1.932, -1.425, -1.848)
H (-1.741, -0.782, -3.475)
H (-3.717, 1.518, -0.132)
H (-5.410, 1.560, 1.629)
H (-4.891, 2.554, 3.838)
H (-2.650, 3.526, 4.248)
H (-0.948, 3.480, 2.491)
H (0.244, 4.861, 0.692)
H (0.581, 7.090, -0.275)
H (-0.058, 7.538, -2.628)
H (-1.042, 5.724, -3.991)
H (-1.391, 3.497, -3.021)
O (-3.450, -1.416, 0.243)
Cl (-2.322, -1.864, 1.001)
O (-2.729, -2.699, 2.066)
O (-1.608, -0.719, 1.504)
O (-1.452, -2.591, 0.056)
C (5.388, -0.312, -2.241)
C (4.164, 0.135, -1.598)
N (3.191, 0.483, -1.099)
H (6.173, 0.429, -2.097)
H (5.211, -0.456, -3.306)
H (5.699, -1.256, -1.794)
F (3.473, -3.590, 3.440)
C (3.256, -4.295, 2.340)
F (4.280, -4.030, 1.495)
F (3.317, -5.595, 2.588)
S (1.691, -3.743, 1.424)
O (2.256, -2.802, 0.474)
O (1.163, -4.943, 0.824)
N (0.707, -3.015, 2.420)
S (0.077, -4.099, 3.458)
O (1.168, -4.955, 3.846)
O (-0.676, -3.492, 4.498)
C (-1.070, -5.431, 2.661)
F (-0.454, -6.608, 2.838)
F (-2.193, -5.477, 3.381)
F (-1.404, -5.384, 1.369)
O (-2.536, -3.797, -2.191)
S (-1.473, -3.983, -1.241)
N (-0.193, -3.226, -1.798)

Properties
- ΔE to the lowest compared entry with this formula, charge and spin: 358.08 kJ/mol
- Molecular weight: 1160.03 g mol⁻¹
- Spin multiplicity: 1
- Total energy: -9733.913200 a.u.
- Kohn-Sham gap: 0.195 Eh
- Strongest force on any atom: 4.4 eV/Å
- Net charge: -1
- Highest occupied orbital energy: -0.14123 Ha



Record 5
Entry from OMol25: a structure of composition C22H30GaN5O3P (wB97M-V/def2-TZVPD).

CARTESIAN COORDINATES (ANGSTROEM)
C (0.507, -3.028, 4.419)
C (-0.079, -1.971, 4.391)
C (-0.788, -0.721, 4.340)
Ga (-1.806, -0.721, 2.545)
C (-3.039, 0.852, 2.327)
C (-2.504, 2.178, 2.803)
N (-3.050, 3.313, 2.608)
C (-2.907, -2.445, 2.519)
O (-4.320, -2.128, 2.508)
C (-4.973, -2.337, 1.288)
P (-0.101, -0.831, 0.885)
N (-0.231, 0.188, -0.312)
O (1.371, -0.586, 1.635)
O (0.002, -2.405, 0.346)
H (0.846, -4.006, 4.175)
H (-1.531, -0.652, 5.135)
H (-0.103, 0.127, 4.384)
H (-3.375, 0.985, 1.295)
H (-3.934, 0.635, 2.920)
H (-1.565, 2.214, 3.361)
H (-3.908, 3.165, 2.068)
H (-2.644, -3.115, 1.695)
H (-2.728, -3.008, 3.440)
H (-4.365, -2.901, 0.572)
H (-5.889, -2.914, 1.462)
H (-5.255, -1.391, 0.810)
H (0.599, 0.777, -0.322)
H (2.029, -1.208, 1.303)
H (0.860, -2.796, 0.544)
N (3.401, 1.659, 4.287)
C (4.504, 2.218, 4.780)
C (5.581, 2.618, 4.003)
C (5.509, 2.422, 2.633)
C (4.369, 1.840, 2.104)
C (3.342, 1.476, 2.967)
H (4.522, 2.352, 5.857)
H (6.451, 3.070, 4.461)
H (6.327, 2.720, 1.989)
H (4.269, 1.669, 1.041)
H (2.438, 1.016, 2.578)
N (-1.568, -2.043, -4.982)
C (-0.581, -2.832, -5.404)
C (0.561, -3.093, -4.663)
C (0.683, -2.501, -3.414)
C (-0.328, -1.673, -2.954)
C (-1.428, -1.481, -3.779)
H (-0.717, -3.274, -6.386)
H (1.330, -3.745, -5.056)
H (1.560, -2.681, -2.803)
H (-0.267, -1.184, -1.980)
H (-2.247, -0.845, -3.461)
N (-1.107, 2.569, -5.418)
C (-0.316, 3.637, -5.497)
C (1.056, 3.594, -5.300)
C (1.640, 2.373, -5.002)
C (0.832, 1.252, -4.915)
C (-0.531, 1.402, -5.130)
H (-0.811, 4.574, -5.728)
H (1.648, 4.496, -5.376)
H (2.708, 2.297, -4.839)
H (1.240, 0.278, -4.680)
H (-1.191, 0.552, -5.075)

Properties
- Molecular weight: 513.21 g mol⁻¹
- Spin multiplicity: 1
- Total energy: -3621.915987 a.u.
- Kohn-Sham gap: 0.262 Eh
- Strongest force on any atom: 0.9 eV/Å
- Net charge: -1
- Highest occupied orbital energy: -0.17741 Ha



Record 6
Entry from OMol25: an isolated molecule of C16H19N5O3 (wB97M-V/def2-TZVPD).

CARTESIAN COORDINATES (ANGSTROEM)
C (2.564, -0.251, -1.663)
C (2.017, -1.531, -1.002)
N (0.578, -1.460, -0.523)
C (-0.542, -1.840, -1.331)
C (-0.763, -3.308, -1.406)
C (0.346, -0.788, 0.767)
N (0.911, -1.291, 1.912)
C (0.647, -0.770, 3.091)
C (1.377, -1.310, 4.253)
C (1.045, -0.855, 5.450)
C (-0.064, 0.051, 5.634)
C (-0.885, 0.386, 4.575)
N (-0.462, 0.122, 3.303)
C (-1.053, 0.622, 2.140)
O (-2.059, 1.326, 2.302)
C (-0.487, 0.325, 0.820)
C (-1.047, 1.004, -0.287)
N (-0.257, 1.333, -1.162)
N (-0.803, 1.899, -2.257)
C (-0.159, 3.025, -2.935)
C (-1.128, 3.287, -4.128)
O (-2.178, 2.384, -4.044)
C (-1.986, 1.654, -2.893)
O (-2.701, 0.725, -2.512)
H (1.963, 0.008, -2.506)
H (3.557, -0.625, -2.004)
H (2.567, 0.537, -0.951)
H (2.636, -1.636, -0.116)
H (2.121, -2.457, -1.598)
H (-1.518, -1.447, -1.029)
H (-0.376, -1.422, -2.329)
H (0.121, -3.886, -1.576)
H (-1.428, -3.546, -2.259)
H (-1.172, -3.865, -0.550)
H (2.125, -2.100, 4.147)
H (1.499, -1.270, 6.382)
H (-0.201, 0.616, 6.525)
H (-1.716, 1.097, 4.609)
H (-2.071, 1.453, -0.257)
H (0.132, 3.874, -2.224)
H (0.780, 2.527, -3.318)
H (-0.573, 3.073, -5.111)
H (-1.355, 4.330, -3.939)

Properties
- ΔE to the lowest compared entry with this formula, charge and spin: 476.91 kJ/mol
- SMILES: CCN(CC)c1nc2ccccn2c(=O)c1/C=N/N1CCOC1=O
- Molecular weight: 329.36 g mol⁻¹
- Spin multiplicity: 1
- Total energy: -1120.493882 a.u.
- Kohn-Sham gap: 0.281 Eh
- Strongest force on any atom: 4.5 eV/Å
- Highest occupied orbital energy: -0.29002 Ha



Which of these has the lowest strongest force on any atom? C22H30GaN5O3P